Arrangement A

The molecule C8H7IN2O. Source: the OMol25 dataset; level of theory: ωB97M-V/def2-TZVPD.

Values from the calculation:
Orbital gap (alpha / beta) (Ha): 0.2398 / 0.2419

Atoms and positions in Å:
C1 -1.44 -0.07 -0.14
C2 0.37 -1.40 -0.96
C3 -1.98 -1.27 0.38
C4 -0.37 -2.54 -0.61
C5 -0.18 -0.19 -0.79
C6 1.02 1.57 0.43
C7 2.29 1.39 0.81
C8 0.67 1.05 -0.99
N1 -1.49 -2.48 0.14
N2 3.27 1.18 -0.09
O1 1.72 0.93 -1.78
I1 4.64 -0.20 0.00
H1 -2.09 0.89 0.04
H2 1.43 -1.58 -1.46
H3 -2.96 -1.09 0.90
H4 0.04 -3.47 -0.85
H5 0.20 1.99 1.01
H6 2.34 1.59 1.83
H7 -0.03 1.90 -1.17

Mulliken atomic charge list, values in e, 5 entries: number 1, C, carries -0.269; number 2, C, carries -0.244; number 3, C, carries -0.213; number 4, C, carries -0.285; number 5, C, carries 0.278

Arrangement B

The molecule C8H7IN2O. Source: the OMol25 dataset; level of theory: ωB97M-V/def2-TZVPD.

Values from the calculation:
Orbital gap (Ha): 0.3300

Atoms and positions in Å:
C1 -0.26 -1.29 -1.30
C2 -0.59 1.03 -1.36
C3 -1.09 -1.36 -2.42
C4 -1.35 0.85 -2.47
C5 0.07 0.00 -0.78
C6 0.59 -0.60 1.65
C7 1.14 0.06 2.83
C8 0.73 0.29 0.45
N1 -1.57 -0.32 -3.09
N2 0.58 1.22 3.04
O1 1.42 1.29 0.54
I1 0.87 2.40 4.61
H1 0.11 -2.20 -0.96
H2 -0.33 2.07 -1.03
H3 -1.10 -2.33 -2.87
H4 -1.62 1.74 -3.01
H5 1.04 -1.50 1.20
H6 1.92 -0.44 3.34
H7 -0.54 -0.89 1.61

Mulliken atomic charge list, values in e, 5 entries: number 1, C, carries -0.444; number 2, C, carries -0.364; number 3, C, carries -0.325; number 4, C, carries -0.240; number 5, C, carries 0.774

Comparing the structures above, arrangement B comes out on top by 85.3 kcal/mol.